Here is 5 unconnected molecules or ions with the total composition CH12O4S2 from OMol25. Energies are from ωB97M-V with the def2-TZVPD basis set.

```
19
Properties=species:S:1:pos:R:3:mulliken_charge:R:1
C -1.031 -0.792 -1.697 -0.56
S -1.767 0.847 -1.480 -0.07
S -0.531 1.992 -0.438 -0.19
H -0.118 -0.771 -2.288 0.27
H -1.755 -1.471 -2.149 0.34
H -0.725 -1.302 -0.781 0.06
H 0.445 2.308 -1.306 0.13
O 1.640 -2.214 0.093 -0.65
H 1.775 -3.052 -0.346 0.28
H 0.969 -2.207 0.802 0.36
O -0.271 -2.326 2.008 -0.70
H -1.000 -1.733 2.209 0.32
H 0.239 -2.304 2.827 0.32
O 0.588 0.112 2.451 -0.59
H -0.043 0.826 2.529 0.29
H 1.183 0.208 1.695 0.39
O 2.242 0.294 0.176 -0.65
H 2.299 -0.682 0.050 0.40
H 3.047 0.734 -0.103 0.26
```

Results
energy = -31092.310 eV
E_HOMO = -8.624 eV
orbital gap = 9.169 eV
lowest unoccupied orbital energy = 0.5 eV
energy above the lowest of the compared OMol25 structures with the same formula, charge and spin = 0.532 eV
SMILES = CSS.O.O.O.O
molecular weight = 152.2 g/mol

Here is a molecular structure, C18H28NO4P2Tb from OMol25. Energies are from ωB97M-V with the def2-TZVPD basis set.

```
54
Properties=species:S:1:pos:R:3:mulliken_spin:R:1
Tb 0.317 0.738 -0.398 5.89
P 2.595 -0.839 -0.097 0.00
C 2.504 -0.740 -1.953 0.01
C 1.279 -1.360 -2.597 0.00
N 0.084 -0.890 -2.160 0.03
C -1.081 -1.332 -2.660 0.00
C -1.093 -2.350 -3.619 0.00
C 0.126 -2.841 -4.080 0.00
C 1.326 -2.331 -3.580 0.00
C -2.401 -0.755 -2.140 0.00
P -2.253 0.943 -1.357 0.02
H 2.298 -2.687 -3.918 0.00
H -2.067 -2.701 -3.974 0.00
H 0.130 -3.620 -4.852 0.00
H -3.122 -0.688 -2.970 0.00
H -2.816 -1.428 -1.363 0.00
H 2.422 0.483 -2.127 0.00
H 3.442 -1.107 -2.418 0.00
H 0.915 2.697 -1.224 0.02
O 1.655 1.792 -2.013 0.00
H 1.413 2.070 -2.909 0.00
H 0.232 2.361 0.795 0.02
O 0.507 3.148 -0.450 0.00
H -0.295 3.622 -0.652 0.00
C -2.734 1.980 -2.785 0.00
H -3.710 1.654 -3.177 0.00
H -2.805 3.026 -2.449 0.00
H -1.974 1.904 -3.578 0.00
C -3.790 0.944 -0.370 0.00
H -3.679 1.711 0.412 0.00
H -4.660 1.189 -1.000 0.00
H -3.938 -0.036 0.108 0.00
C 2.433 -2.604 0.302 0.00
H 3.418 -3.084 0.193 0.00
H 2.098 -2.667 1.349 0.00
H 1.690 -3.086 -0.347 0.00
C 4.351 -0.481 0.183 0.00
H 4.470 -0.221 1.248 0.00
H 4.947 -1.375 -0.049 0.00
H 4.673 0.370 -0.432 0.00
O 0.177 1.941 1.716 0.01
C -0.277 0.777 2.241 0.00
O -0.461 -0.237 1.487 0.03
C -0.407 0.698 3.662 0.00
C -0.193 -0.560 4.262 0.00
C -0.327 -0.663 5.650 0.00
C -0.710 0.454 6.401 0.00
C -0.925 1.688 5.779 0.00
C -0.758 1.821 4.406 0.00
H 0.094 -1.398 3.643 0.00
H -0.150 -1.624 6.131 0.00
H -0.844 0.363 7.477 0.00
H -1.239 2.560 6.365 0.00
H -0.885 2.773 3.888 0.00
```

Results
energy = -69800.357 eV
⟨S²⟩ = 12.664
2S+1 = 7
E_HOMO (alpha / beta) = -14.966 / -14.967 eV
orbital gap (alpha / beta) = 8.535 / 8.697 eV
lowest unoccupied orbital energy (alpha / beta) = -6.4 / -6.3 eV
total charge = +2
energy above the lowest of the compared OMol25 structures with the same formula, charge and spin = 0.000 eV
molecular weight = 543.3 g/mol

Here is 11 unconnected molecules or ions with the total composition C36H80Cl14O12 from OMol25. Energies are from ωB97M-V with the def2-TZVPD basis set.

```
142
Properties=species:S:1:pos:R:3:mulliken_charge:R:1
C -2.057 -6.205 3.639 -0.38
O -2.814 -5.287 2.872 -0.40
C -2.228 -5.152 1.551 0.31
C -2.917 -4.001 0.681 -0.11
O -2.401 -3.918 -0.692 -0.28
C -2.970 -2.867 -1.465 -0.12
C -2.532 -3.063 -2.897 -1.03
O -1.151 -2.691 -3.065 0.14
C -0.649 -2.713 -4.395 -0.91
H -2.535 -6.315 4.613 0.34
H -0.998 -5.950 3.693 -0.12
H -2.092 -7.165 3.124 0.36
H -2.280 -6.128 1.068 0.42
H -1.172 -4.892 1.618 -0.55
H -2.842 -3.007 1.121 -0.23
H -3.948 -4.341 0.591 0.48
H -2.641 -1.872 -1.166 -0.02
H -4.059 -2.918 -1.459 0.41
H -3.161 -2.548 -3.624 0.46
H -2.506 -4.121 -3.155 0.37
H -0.784 -3.758 -4.677 0.39
H 0.429 -2.587 -4.497 0.20
H -1.309 -2.216 -5.106 0.28
C 0.108 2.420 -4.580 -0.15
O -0.943 2.096 -5.433 -0.38
C -2.201 2.020 -4.748 0.37
C -3.337 1.677 -5.752 -0.98
O -3.443 2.635 -6.782 -0.31
C -4.016 3.888 -6.521 -0.45
C -4.419 4.456 -7.919 -0.67
O -5.086 3.665 -8.847 -0.35
C -6.189 2.964 -8.302 -0.52
H 0.996 2.393 -5.211 0.26
H 0.335 1.631 -3.863 -0.17
H 0.017 3.374 -4.060 0.24
H -2.467 2.991 -4.329 0.00
H -2.296 1.324 -3.914 0.12
H -4.236 1.614 -5.139 0.44
H -3.044 0.688 -6.102 0.39
H -3.129 4.439 -6.210 0.28
H -4.812 3.882 -5.777 0.37
H -3.531 4.932 -8.335 0.36
H -5.114 5.281 -7.761 0.41
H -7.073 3.556 -8.066 0.28
H -5.860 2.369 -7.449 0.17
H -6.434 2.311 -9.140 0.22
C 1.395 -3.709 3.486 0.50
O 2.321 -3.908 4.527 -0.52
C 3.564 -4.499 4.102 -0.43
C 3.496 -5.898 3.665 -0.34
O 3.232 -6.884 4.661 -0.37
C 2.179 -6.692 5.549 0.21
C 2.221 -7.794 6.613 -0.79
O 3.419 -7.752 7.422 -0.32
C 3.606 -8.897 8.263 -0.73
H 0.542 -3.176 3.906 0.11
H 0.972 -4.632 3.089 -0.11
H 1.749 -3.111 2.645 -0.42
H 4.187 -4.499 4.997 0.39
H 3.995 -3.880 3.315 0.32
H 4.451 -6.110 3.185 0.38
H 2.765 -5.946 2.858 0.19
H 1.199 -6.707 5.072 -0.07
H 2.266 -5.738 6.070 0.31
H 2.174 -8.778 6.146 0.37
H 1.349 -7.667 7.255 0.38
H 4.296 -8.604 9.054 0.24
H 4.033 -9.695 7.655 0.28
H 2.667 -9.194 8.731 0.31
C 3.134 10.675 3.038 -0.73
O 3.329 9.237 3.281 -0.34
C 4.233 8.593 2.412 -0.58
C 4.058 7.066 2.216 -0.53
O 2.847 6.766 1.597 -0.29
C 2.693 5.329 1.344 -0.60
C 1.316 5.012 0.722 -0.04
O 1.259 5.486 -0.585 -0.30
C 2.098 4.728 -1.538 -0.76
H 4.042 11.271 3.133 0.29
H 2.474 11.095 3.796 0.26
H 2.639 10.794 2.074 0.32
H 5.247 8.774 2.769 0.36
H 4.097 9.002 1.410 0.33
H 4.140 6.493 3.139 0.33
H 4.909 6.749 1.614 0.36
H 2.707 4.841 2.319 0.43
H 3.505 4.921 0.743 0.31
H 0.477 5.432 1.278 0.32
H 1.112 3.942 0.688 0.05
H 1.636 4.771 -2.525 0.25
H 2.070 3.664 -1.306 0.24
H 3.155 4.987 -1.610 0.31
Cl 1.380 0.863 -1.130 0.05
C -0.246 0.103 -0.856 0.03
C -0.494 0.071 0.646 0.10
Cl 0.401 -1.280 1.412 0.36
H -0.233 -0.927 -1.213 0.10
H -0.927 0.732 -1.428 -0.10
H -1.566 -0.006 0.831 -0.21
H -0.208 1.009 1.122 -0.03
Cl -1.828 3.405 -1.478 0.03
C -2.409 4.972 -0.952 -0.88
C -1.939 6.066 -1.888 0.03
Cl -2.736 7.584 -1.468 -0.23
H -2.010 5.243 0.026 0.27
H -3.493 4.962 -0.836 0.46
H -2.238 5.907 -2.924 0.16
H -0.868 6.267 -1.917 0.12
Cl -2.425 -1.681 3.816 -0.01
C -4.123 -1.549 4.099 -0.63
C -4.930 -1.649 2.744 -0.36
Cl -4.316 -0.402 1.591 -0.17
H -4.290 -0.547 4.493 0.34
H -4.473 -2.260 4.847 0.34
H -5.981 -1.401 2.893 0.42
H -4.868 -2.593 2.204 0.10
Cl 0.861 -5.973 0.255 -0.18
C 0.773 -4.395 -0.661 0.05
C 2.160 -4.014 -1.083 -0.21
Cl 3.041 -3.551 0.340 -0.11
H 0.323 -3.602 -0.064 -0.26
H 0.088 -4.631 -1.476 0.26
H 2.223 -3.119 -1.703 -0.03
H 2.650 -4.797 -1.662 0.46
Cl 2.707 0.666 -6.589 -0.18
C 3.468 -0.376 -5.342 -0.51
C 3.216 0.193 -3.949 0.04
Cl 3.970 -0.819 -2.663 -0.15
H 4.528 -0.495 -5.566 0.38
H 3.049 -1.369 -5.506 0.28
H 2.134 0.194 -3.817 -0.22
H 3.663 1.187 -3.928 0.35
Cl 4.004 -0.426 2.922 -0.15
C 3.295 0.807 1.871 0.58
Cl 2.785 2.172 2.820 -0.14
H 4.015 1.288 1.209 0.33
H 2.434 0.359 1.376 -0.71
Cl -1.800 2.483 3.202 -0.14
C -0.771 1.653 4.416 0.09
Cl 0.004 2.829 5.517 -0.17
H -1.488 1.085 5.009 0.23
H 0.018 1.008 4.030 -0.03
```

Results
energy = -238505.895 eV
E_HOMO = -9.122 eV
orbital gap = 9.297 eV
lowest unoccupied orbital energy = 0.2 eV
SMILES = COCCOCCOC.COCCOCCOC.COCCOCCOC.COCCOCCOC.ClCCCl.ClCCCl.ClCCCl.ClCCCl.ClCCCl.ClCCl.ClCCl
molecular weight = 1201.4 g/mol

Here is C19H26N2O4S in the gas phase from OMol25. Energies are from ωB97M-V with the def2-TZVPD basis set.

```
52
Properties=species:S:1:pos:R:3:mulliken_charge:R:1
C 5.308 1.546 1.580 -1.29
C 3.833 1.374 1.196 -0.59
N 3.576 0.609 -0.009 0.85
C 3.968 1.283 -1.240 -0.83
C 2.791 1.423 -2.208 -1.05
C 4.022 -0.767 0.091 -0.87
C 3.307 -1.688 -0.902 -1.30
N 1.874 -1.665 -0.749 0.10
C 1.217 -2.637 -0.075 0.10
O 1.765 -3.601 0.427 -0.70
C -0.247 -2.478 -0.048 0.46
C -1.188 -3.270 0.559 -0.58
C -2.444 -2.736 0.208 -0.63
C -2.193 -1.660 -0.599 0.52
C -3.105 -0.699 -1.227 -1.03
S -3.518 0.664 -0.035 1.32
O -4.002 0.064 1.178 -0.67
O -4.408 1.553 -0.730 -0.69
C -1.944 1.512 0.191 0.39
C -1.721 2.514 -0.740 -0.76
C -0.543 3.234 -0.721 -0.57
C 0.414 2.934 0.238 -0.67
C 0.186 1.927 1.155 -0.37
C -0.999 1.190 1.156 0.62
C -1.189 0.123 2.184 -1.63
O -0.861 -1.488 -0.751 -0.23
H 5.386 2.187 2.455 0.46
H 5.869 2.002 0.768 0.29
H 5.760 0.586 1.817 0.31
H 3.311 0.875 2.018 0.40
H 3.380 2.359 1.061 0.15
H 4.329 2.288 -1.004 0.54
H 4.790 0.750 -1.736 0.32
H 3.067 2.078 -3.032 0.47
H 1.937 1.854 -1.690 0.03
H 2.496 0.464 -2.623 0.27
H 5.108 -0.873 -0.077 0.32
H 3.795 -1.119 1.100 0.53
H 3.561 -1.417 -1.930 0.34
H 3.626 -2.717 -0.716 0.51
H 1.392 -0.815 -0.993 0.27
H -0.984 -4.123 1.172 0.54
H -3.407 -3.093 0.506 0.55
H -4.063 -1.144 -1.478 0.52
H -2.665 -0.207 -2.089 0.42
H -2.502 2.727 -1.453 0.52
H -0.374 4.022 -1.439 0.44
H 1.335 3.496 0.273 0.37
H 0.936 1.699 1.897 0.45
H -0.933 0.511 3.168 0.54
H -0.522 -0.716 1.982 0.21
H -2.212 -0.234 2.199 0.34
```

Results
energy = -42129.942 eV
E_HOMO = -8.681 eV
orbital gap = 9.170 eV
lowest unoccupied orbital energy = 0.5 eV
energy above the lowest of the compared OMol25 structures with the same formula, charge and spin = 2.989 eV
SMILES = CCN(CC)CCNC(=O)c1ccc(CS(=O)(=O)c2ccccc2C)o1
molecular weight = 378.5 g/mol